Record 1
Below is a molecular structure, C61H63AsN5PSSe2Ti, with properties calculated with ωB97M-V/def2-TZVPD.

Structure (ORCA input):
```
! RIJCOSX wB97M-V def2-TZVPD def2/J DEFGRID3
* xyz 2 1
H -3.27713 -5.97800 -7.64578
C -0.00460 -3.04568 -0.77943
H -1.79243 3.76004 2.86515
C 1.45336 0.74808 -4.23433
H -3.11154 1.63256 -1.11356
H -0.32781 -2.90718 -1.80063
N -1.45679 1.12772 1.10123
H -4.25091 -4.51051 -0.29897
H -0.38829 -3.10742 4.30083
H -2.95135 0.93660 5.53320
C 1.03784 -3.25525 5.88075
N -1.93553 2.92505 2.32248
C -6.85908 -0.68937 -1.29973
C 3.05086 -1.86742 -1.26970
C -2.99185 2.65132 -3.00592
H -4.65175 3.45663 3.13602
H 0.53750 -4.09317 6.34136
H -4.67077 -0.73480 4.97200
C -2.50974 -3.91523 -5.92977
H 2.83402 -0.29578 4.19089
C -3.71933 -0.75464 4.46611
H 2.57084 -3.14047 7.36815
C 2.32967 -1.12454 4.67043
C 1.00658 -3.48629 1.73218
C -1.52033 0.13261 4.16574
H 4.62623 1.40190 -0.00908
C 2.83212 -1.66364 5.84365
C -2.22818 -1.76351 2.87412
H -2.01890 -2.53253 2.13983
C -0.95948 2.19104 1.73547
C -5.84098 -3.74550 -3.27305
C 0.52199 -2.70634 4.72363
C -4.78550 -4.25754 -5.41231
C -5.27006 -0.22507 -3.13658
C 1.03240 -4.51484 0.80716
H -4.20490 -2.46422 3.28184
H -3.40761 -3.35922 0.73654
H 0.53754 -5.07240 -1.20080
H -0.84654 -2.31416 -3.49762
H -5.56601 -4.00577 -2.25282
H 2.80192 -2.10025 -3.40083
H -3.59593 -0.66931 0.48863
C -5.39524 1.66161 2.22458
C -1.98344 0.27199 -3.99802
C 0.43875 -2.25382 1.41384
C -4.41982 2.57827 2.55566
H -5.06027 0.82831 -2.94823
C -3.74897 -4.39427 -6.31794
H -4.90272 -4.14217 1.29996
C -5.21944 -2.60272 -0.15816
H 2.35883 -2.66306 -0.99558
H -6.82292 -2.91633 1.21731
C -2.78767 1.58159 -2.15136
H -0.73695 0.83209 4.43288
H 1.61545 0.16571 -5.14063
H -3.61553 -4.45269 -8.44573
H -1.71028 3.35328 -0.71399
C -2.20523 1.34313 -4.84203
C -5.60992 -0.94117 -1.86454
H -9.31738 -1.87728 0.30310
N -1.98593 -0.66451 -1.73766
H 3.48764 1.58621 1.76301
C -0.71544 3.42236 -1.13326
C 1.82962 3.63987 -2.00976
C -3.39008 -3.10301 -3.80468
H -0.39577 -3.93429 -4.05983
H -2.00790 1.22702 -5.89484
H -0.99163 5.45257 -1.75636
H -1.65416 -0.66746 -4.41347
C 2.57121 2.11430 1.93984
H -6.11447 -0.27041 -3.82352
H 1.44850 -3.64041 2.70610
C -2.81843 1.14939 1.35682
C -4.75954 -1.87880 -1.27652
C 0.51266 -4.29357 -0.45434
H -0.35665 -2.58256 -5.18134
C -2.32285 -3.31016 -4.69687
C -0.89935 -3.00570 -4.33581
C -0.07069 -1.98154 0.12700
H 0.63474 1.44858 -4.38789
C -3.13361 2.29227 2.12213
C 1.16692 -1.63430 4.10629
H 1.46546 -5.46961 1.06437
H -6.41079 1.81346 2.55514
C -2.75216 0.18486 4.78507
C -3.81944 0.23321 1.04649
H -2.81923 3.38752 -5.01030
C -8.61793 -1.05919 0.46171
C -3.91580 -5.09707 -7.62260
N 0.05191 2.32985 -1.06687
Ti -0.71972 -0.10439 -0.49012
P 0.48095 -0.84658 2.59053
As -2.95367 -2.41407 -1.91010
C -3.45682 -1.72265 3.51254
C -2.67992 2.54751 -4.35106
C -4.39785 -3.71407 0.43781
H -4.40739 -0.67835 -3.62421
Se 0.94276 -0.50182 -2.80894
N 1.42645 1.72983 1.49283
C -2.24079 0.37464 -2.62031
H -3.42302 3.56329 -2.61925
C -0.30336 4.62470 -1.68491
C -5.09503 0.50935 1.49372
H -9.05229 -0.15263 0.05280
H -7.51400 0.03049 -1.77164
H 1.34917 5.65764 -2.59487
H -5.88587 -0.19041 1.28224
H 2.86189 3.68663 -2.31915
C -4.63548 -3.65933 -4.16478
C -7.30072 -1.36398 -0.17497
H -6.39948 -2.81290 -3.26091
H 4.07463 -2.24405 -1.22485
C 2.18505 -2.72587 6.45081
C 2.74933 -1.31416 -2.64359
C 1.31435 2.47017 -1.47590
H -1.65522 -4.05483 -6.57746
S 2.55427 3.50999 2.94945
H 0.31353 4.34069 3.25190
H -5.75140 -4.66368 -5.67276
H -6.50934 -4.51598 -3.64817
Se 2.88217 -0.47361 0.09132
H -8.49868 -0.93470 1.53646
H -4.94064 -5.41663 -7.77999
H 3.72494 -1.25219 6.28986
C 4.59022 0.38774 -0.39662
H 1.96026 1.60993 -1.32432
H 2.36187 1.28187 -3.96331
C 0.42457 2.52971 1.95592
C 0.99544 4.73776 -2.15441
H 5.40358 -0.20063 0.02289
H 3.44989 -0.51839 -2.90933
C -6.47121 -2.34175 0.37039
C -1.24777 -0.84119 3.20894
H 4.68122 0.41273 -1.47887
C 0.86357 3.56488 2.75709
*
```

Results
- E_tot (eV) = -306488.132
- E_LUMO (eV) = -6.067



Record 2
Below is 18 unconnected molecules or ions with the total composition C27H8BrCl68NO4, with properties calculated with ωB97M-V/def2-TZVPD.

Structure (ORCA input):
```
! RIJCOSX wB97M-V def2-TZVPD def2/J DEFGRID3
* xyz 0 1
Cl 2.03413 7.22737 3.92073
C -3.40936 -5.60685 -1.88081
Cl 1.73838 1.15071 -10.01728
C 3.98478 0.01275 -3.90140
C -6.12841 -3.25668 -6.35320
C 2.17377 1.67538 5.97172
Cl 3.91910 -1.17552 -2.58302
Cl -6.51167 -8.95337 2.94967
Cl -5.94210 1.59495 -2.73575
Cl 7.87316 2.87625 -6.55710
Cl -4.62332 -4.37639 -1.46934
Cl -7.44243 -3.77653 -5.27609
Cl -2.15357 9.96703 14.20286
H -1.94909 -0.75048 -0.51430
Cl 2.98811 5.75004 6.23442
C 2.61059 8.14083 10.19737
Cl -4.60091 -3.23264 -5.45414
Cl -1.78250 2.41382 0.84711
C -1.14107 -8.86155 -6.38974
Cl -1.07811 -0.98538 12.61111
Cl 5.38666 2.00825 -7.77657
Cl 1.59223 -3.33746 4.46541
Cl 0.38260 -1.62994 10.18890
Cl -1.98463 -7.71815 -5.32477
Cl 0.52819 2.21843 6.37375
Cl 2.26235 9.79206 9.63945
Cl 9.61370 5.80304 -1.88454
C -2.94041 0.28781 -4.78955
Cl 6.77874 5.22329 -1.67196
O -4.13745 0.11445 -5.15213
C -2.27296 1.67531 -5.17989
C 2.21967 -0.55619 -10.10823
Cl -8.78744 1.05673 -2.56523
Cl -0.12722 1.14002 10.88062
C -5.17817 -7.78508 2.84270
Cl -5.99959 -4.38599 -7.71853
Cl -1.30431 1.75704 3.63497
Cl 1.68891 -1.39914 -8.63156
C -0.40427 10.01172 14.50904
Cl 6.20704 4.78333 -7.97547
Cl 5.48470 -0.21024 -4.82564
Cl 1.32261 7.60485 11.29677
Cl 3.78054 -4.77049 8.84102
C -1.68914 -0.40359 -2.76944
H -2.98466 2.36422 -5.76048
Cl 1.46373 -1.31096 -11.52804
Cl 1.76187 -0.41992 12.43461
Cl -6.46891 -1.62607 -6.95989
H -1.63786 -3.44130 -3.48422
Cl -5.03537 -6.90675 4.37987
Cl 3.24049 1.94031 7.36721
Cl -7.34393 0.46380 -5.01090
C 0.23444 -0.47397 11.52885
Cl -3.90224 -6.45441 -3.36054
Cl 0.68257 7.53127 6.46403
C 1.14066 -3.04547 -5.88202
Cl 0.45590 5.04538 4.99897
Cl 3.57538 -1.88415 9.04276
C -1.14974 -2.99324 -4.43968
O -1.07314 -0.51005 -7.12387
C -1.39407 -1.64632 -4.87751
Cl -3.66024 -8.64764 2.51017
Cl -0.65857 -8.03309 -7.88497
H -1.29782 1.59628 -5.75972
Cl 2.14191 -0.05503 5.57008
Cl 0.45999 10.23242 12.97360
Cl -4.02097 2.01735 2.64821
Cl 2.78333 2.59236 4.57827
N -2.29503 -0.82635 -4.05084
C 8.07075 5.76593 -2.76455
Cl 1.12631 -4.79442 1.99736
O -0.95554 0.58924 -2.58579
C -0.12068 -3.87698 -5.31238
Cl 2.69003 7.04864 8.79859
Cl 0.07232 -2.11065 2.32700
Cl 3.94549 1.65393 -3.22408
Cl 5.32399 3.70971 -5.43013
Cl -1.83622 -4.81333 -2.13779
Cl -2.38538 -0.24173 1.84592
C 0.90688 -1.70290 -6.30851
Cl -7.81790 3.22014 -4.23784
H 1.73077 -1.05923 -6.72433
C -7.47258 1.58331 -3.63830
Cl 8.19601 4.64327 -4.13509
C 3.26626 -3.29113 8.00365
Cl -3.27626 -6.77515 -0.55171
C -0.61823 -1.18698 -6.18040
Br 2.93804 -3.85823 -5.93912
C 6.19753 3.34527 -6.93305
C 1.42972 -3.19222 2.70316
C -1.96342 -1.35280 -1.49163
Cl 7.69250 7.39419 -3.36581
Cl 1.52542 -3.39185 7.63887
Cl -5.50262 -6.63378 1.53030
Cl -0.02853 11.36183 15.60070
Cl 3.98778 -0.66662 -10.24859
C -2.37442 1.48947 2.24318
Cl -2.22439 -10.21367 -6.78510
Cl 2.92831 -2.52029 2.02556
O -0.30133 -5.08981 -5.55749
H -2.92389 -1.96098 -1.62352
Cl 4.16664 8.12142 11.05484
Cl 4.18229 -3.11853 6.49245
H -1.09231 -2.10607 -1.48674
H -2.01976 2.23519 -4.20124
Cl 0.30430 -9.48297 -5.56429
Cl 2.58797 -0.21912 -4.97765
C 1.53992 6.39152 5.40808
Cl 0.10468 8.48395 15.25960
*
```

Results
- E_tot (eV) = -959363.929
- E_LUMO (eV) = -1.679



Record 3
Below is a molecular structure, C8AuCl7GeO6, with properties calculated with ωB97M-V/def2-TZVPD.

Structure (ORCA input):
```
! RIJCOSX wB97M-V def2-TZVPD def2/J DEFGRID3
* xyz -1 2
Ge 2.35696 0.32796 -1.54371
O -0.60183 0.14331 1.83418
Cl 2.90714 2.42475 -1.89475
O 1.87721 1.42212 1.74928
Cl 4.18029 -0.48802 -0.66131
Cl 3.52490 2.18512 4.03013
C -0.66847 0.47674 4.13982
C 1.26864 1.39461 5.28256
Au 0.37515 0.10031 -0.26163
Cl 2.01500 1.86298 6.76811
Cl 2.50642 -0.48276 -3.60513
C 1.93310 1.54175 4.09800
C -0.02751 0.57702 2.86543
C 1.32255 1.20263 2.82917
Cl -0.86729 0.69925 6.81491
O -2.29865 -1.48541 -4.10722
Cl -2.26116 -0.19328 4.15951
C -0.05121 0.86368 5.30409
O -4.01089 -1.64557 -1.27447
O -2.22300 -0.78904 -0.07453
O -0.53446 -0.53924 -2.93699
C -3.09154 -1.21425 -0.71221
C -1.43599 -1.01527 -3.48540
*
```

Results
- E_tot (eV) = -168453.630
- E_LUMO (spin up / spin down) (eV) = 2.157 / 1.193



Record 4
Below is C19H25NO2 in the gas phase, with properties calculated with ωB97M-V/def2-TZVPD.

Structure (ORCA input):
```
! RIJCOSX wB97M-V def2-TZVPD def2/J DEFGRID3
* xyz 0 1
H 6.83459 1.59208 -0.27125
H 1.93015 1.29505 0.23993
H -4.20816 -0.31716 -0.31793
C -6.56066 -0.38991 1.07916
C -1.57069 0.29006 -1.17795
H -2.21181 -1.57981 -0.29035
H -2.41793 0.38406 -1.85810
C 3.58424 2.53533 -0.23494
H 3.59724 -3.07861 1.23676
C 2.99848 1.34869 0.10682
H -0.68436 0.64461 -1.70443
C -1.20809 -2.02100 -2.14811
C -3.27231 1.52614 0.29478
H -1.22233 2.05249 0.01507
C 5.19062 0.29050 0.19359
C -1.80942 1.13410 0.08252
H -1.02027 -3.06319 -1.89879
H -3.62589 2.07426 -0.58207
H 1.46601 -1.85958 1.42057
C 3.21930 -1.06991 0.64720
H -6.59107 -1.03189 0.20122
H -2.11807 -1.95938 -2.73845
H 6.04407 -2.86772 1.10263
C 4.97503 2.62384 -0.39382
H -6.21957 -0.98355 1.92466
C 0.97218 -1.00785 -0.33861
O 1.28392 -0.52608 -1.39538
H -5.99690 1.38370 0.00387
C -4.19839 0.34057 0.55333
N 1.82036 -1.23445 0.71042
C -5.62806 0.79217 0.84515
H -3.82212 -0.23355 1.40349
H -0.37554 -1.64331 -2.73525
C 5.42759 -2.01260 0.86817
C 5.99437 -0.83311 0.47577
H 5.41928 3.56720 -0.67634
H -7.57119 -0.04595 1.28717
C -1.36702 -1.19728 -0.87409
C 5.76008 1.52809 -0.17374
H -3.32725 2.20605 1.14898
H -1.45240 0.58501 0.95706
O -0.26392 -1.40775 0.02529
H 2.97719 3.41659 -0.38155
H -5.63074 1.43659 1.72730
C 4.03517 -2.13319 0.94864
H 7.06707 -0.73971 0.38884
C 3.77722 0.18935 0.30275
*
```

Results
- ΔE to the lowest compared entry with this formula, charge and spin (kJ/mol) = 16.9
- E_tot (eV) = -25695.190
- E_LUMO (eV) = 0.604
- SMILES string = CCCCCC[C@@H](C)OC(=O)Nc1cccc2ccccc12